Below is a 2-piece molecular cluster, C3H7O3 overall at a distorted geometry, with properties calculated with ωB97M-V with the def2-TZVPD basis set.

Geometry as XYZ:
```
13
Properties=species:S:1:pos:R:3:forces:R:3:lowdin_spin:R:1
O -0.1610 0.0305 -0.9029 -0.4 -0.2 -0.6 0.71
O 1.5680 0.8472 0.2051 0.0 -0.3 -0.2 0.02
O -1.4368 -0.0867 1.5084 -0.8 -0.6 0.2 0.04
C 1.0834 -0.0052 -0.5061 1.1 0.4 0.6 0.05
C 1.7984 -1.2165 -1.0921 -0.6 0.0 -0.1 0.04
C -1.6333 1.2075 0.9623 0.8 -1.6 -1.0 0.10
H 1.7845 -1.0799 -2.1635 0.0 -0.1 -0.4 0.00
H -2.1671 -0.7001 1.3131 0.5 0.6 -0.1 0.00
H 2.8391 -1.3294 -0.7851 -0.3 0.2 0.4 0.01
H -2.6251 1.3396 0.5046 0.2 0.3 0.6 0.01
H 1.1846 -2.0929 -0.8778 0.3 -0.1 0.0 0.00
H -0.9173 1.2578 0.0452 -0.5 0.4 1.1 0.02
H -1.3174 1.8282 1.7889 -0.2 1.0 -0.5 0.01
```
Forces are in eV/Å.

Its relative energy (zero: lowest compared OMol25 entry of this formula, charge and spin) is 1.293 eV. Its multiplicity is 2. As for the energy: -9364.101 eV.

***

Below is a 2-piece molecular cluster, C4H12N3S overall, with properties calculated with ωB97M-V with the def2-TZVPD basis set.

Geometry as XYZ:
```
20
Properties=species:S:1:pos:R:3:forces:R:3:mulliken_charge:R:1
S -1.5319 0.4278 1.4765 -0.1 0.0 0.1 -0.69
N -1.8922 2.8893 -0.4715 0.2 0.0 0.0 -0.71
N 0.7780 -2.0383 1.6989 0.0 -0.2 -0.1 -0.39
N 1.1861 -2.1664 -1.9963 0.2 -0.2 -0.1 -0.64
C 0.7127 -1.7596 -0.7053 -0.2 0.2 0.1 -0.15
C -0.2226 1.5376 0.8632 0.0 -0.2 0.0 -0.70
C 1.1067 -2.3916 0.3932 0.1 0.0 0.3 -0.21
C -0.5878 2.2092 -0.4600 -0.2 0.1 0.0 -0.47
H 1.6195 -1.3937 -2.4830 0.0 0.1 -0.1 0.24
H 0.6952 -2.8427 2.2998 0.0 0.0 0.1 0.22
H -2.5142 2.2499 0.0257 -0.1 0.0 0.0 0.27
H 0.0170 2.3012 1.6127 0.0 0.0 0.0 0.36
H 0.4265 -2.4913 -2.5795 -0.1 0.1 0.0 0.23
H -1.8230 3.7006 0.1360 0.0 0.0 0.0 0.24
H -0.6131 1.4431 -1.2401 0.0 0.0 0.0 0.20
H 0.6917 0.9593 0.6929 0.1 0.0 0.1 0.29
H 0.0122 -0.9337 -0.6107 -0.1 0.0 -0.1 0.24
H 1.7942 -3.2248 0.3060 0.1 -0.1 -0.1 0.32
H 0.1806 2.9404 -0.7393 0.0 0.0 0.0 0.34
H -0.0357 -1.4164 1.7808 0.0 0.2 -0.1 0.02
```
Forces are in eV/Å.

As for the charge: -1. Its relative energy (zero: lowest compared OMol25 entry of this formula, charge and spin) is 1.386 eV. As for the energy: -19648.781 eV.